*1*
Here is a 3-piece molecular cluster, C4H13NO3 overall from the Open Molecules 2025 dataset. Energies are from wB97M-V/def2-TZVPD.

Calculated values
- ⟨S²⟩ = 0.754
- multiplicity = 2
- HOMO-LUMO gap (alpha / beta) (eV) = 10.27 / 5.26
- net charge = +1
- molar mass (Da) = 123.15

Element x y z (Å)
O 2.53 6.06 -0.43
O -1.83 -1.20 -2.62
O 0.53 0.85 -1.73
N -0.25 -1.26 0.63
C 0.17 -2.66 0.78
C -1.05 -1.50 -1.77
C -1.28 -0.94 -0.37
C -0.56 -0.67 1.93
H -2.27 -1.28 -0.06
H -0.38 0.40 1.87
H 0.10 -1.02 2.72
H 0.32 -3.08 -0.21
H 1.90 6.73 -0.72
H -1.23 0.15 -0.37
H -0.63 -3.25 1.24
H 0.82 0.14 -1.16
H 0.82 1.71 -1.42
H -0.29 -2.27 -1.97
H 1.09 -2.68 1.36
H 3.12 6.54 0.16
H -1.62 -0.77 2.13

=====

*2*
Here is C4H13NO3 as an isolated structure from the Open Molecules 2025 dataset. Energies are from wB97M-V/def2-TZVPD.

Calculated values
- ⟨S²⟩ = 0.805
- multiplicity = 2
- HOMO-LUMO gap (alpha / beta) (eV) = 8.22 / 6.51
- net charge = +1
- molar mass (Da) = 123.15

Element x y z (Å)
O 0.46 -0.10 -2.39
O 1.67 -0.35 2.90
O 2.73 -1.51 1.11
N -1.38 0.54 0.02
C -1.01 -0.27 -2.34
C -0.60 0.37 1.24
C -1.27 1.91 -0.48
C -1.62 -0.44 -1.01
H -1.61 2.40 0.55
H -0.24 2.35 -0.63
H -1.78 2.34 -1.35
H -0.91 -0.70 1.49
H 2.32 -1.08 2.12
H 1.87 -0.55 3.81
H -1.30 -1.03 -2.98
H 3.27 -2.31 1.46
H -1.25 0.81 -2.77
H 0.51 0.43 1.08
H -1.07 1.01 2.02
H 0.51 -0.18 -1.41
H -2.56 -0.97 -0.86

=====

Which is the most stable structure? *1* is the most stable.

=====

*1*
Here is a 3-piece molecular cluster, H5O2 overall from the Open Molecules 2025 dataset. Energies are from wB97M-V/def2-TZVPD.

Calculated values
- multiplicity = 1
- HOMO-LUMO gap (eV) = 12.34
- net charge = +1
- molar mass (Da) = 37.04

Element x y z (Å)
O -0.90 0.51 -0.35
O 1.28 -0.75 0.23
H -0.81 1.04 -1.17
H -0.30 -0.79 -0.14
H 1.82 -0.73 1.04
H -1.74 0.73 0.08
H 0.66 -0.01 0.31

=====

*2*
Here is a 2-piece molecular cluster, H5O2 overall from the Open Molecules 2025 dataset. Energies are from wB97M-V/def2-TZVPD.

Calculated values
- multiplicity = 1
- HOMO-LUMO gap (eV) = 13.96
- net charge = +1
- molar mass (Da) = 37.04

Element x y z (Å)
O -1.03 0.67 -0.28
O 0.73 -0.93 0.43
H -1.14 1.03 -1.17
H 1.45 -0.44 0.89
H 1.04 -1.53 -0.26
H 0.00 -0.25 0.09
H -1.04 1.44 0.31

=====

Which is the most stable structure? *2* is the most stable.

=====

*1*
Here is a 4-piece molecular cluster, CH12NO3 overall from the Open Molecules 2025 dataset. Energies are from wB97M-V/def2-TZVPD.

Calculated values
- ⟨S²⟩ = 0.756
- multiplicity = 2
- HOMO-LUMO gap (alpha / beta) (eV) = 13.56 / 2.94
- net charge = +2
- molar mass (Da) = 86.11

Element x y z (Å)
O -1.75 -1.06 -2.30
O 0.05 -1.85 0.05
O -1.13 -0.17 2.85
N 1.31 0.54 0.41
C 1.14 1.80 -0.41
H 1.12 0.88 1.35
H -2.34 -0.52 -2.85
H 0.73 -2.26 -0.53
H -1.64 0.27 3.57
H -0.66 -1.68 -0.62
H 1.96 2.49 -0.09
H -1.10 -1.35 -2.97
H 0.57 -0.19 0.25
H 0.96 1.74 -1.49
H -1.64 -0.98 2.62
H 2.20 0.08 0.26
H 0.21 2.25 -0.09

=====

*2*
Here is a 4-piece molecular cluster, CH12NO3 overall from the Open Molecules 2025 dataset. Energies are from wB97M-V/def2-TZVPD.

Calculated values
- ⟨S²⟩ = 0.756
- multiplicity = 2
- HOMO-LUMO gap (alpha / beta) (eV) = 13.58 / 2.05
- net charge = +2
- molar mass (Da) = 86.11

Element x y z (Å)
O -1.33 0.89 -1.08
O 4.09 -0.14 0.09
O -2.96 -0.66 -2.82
N 0.16 0.71 1.34
C 0.16 -0.65 1.97
H -0.43 0.66 0.49
H -3.27 -0.82 -3.73
H -1.94 0.25 -1.51
H -3.59 -1.17 -2.28
H 4.33 -0.21 -0.86
H 0.92 -1.27 1.51
H -0.78 -1.13 1.82
H -1.63 1.72 -1.50
H 0.32 -0.57 3.01
H -0.13 1.52 1.89
H 4.95 -0.12 0.57
H 1.12 0.95 1.10

=====

Which is the most stable structure? *2* is the most stable.

=====

*1*
Here is a 2-piece molecular cluster, C6H9N3O2S overall from the Open Molecules 2025 dataset. Energies are from wB97M-V/def2-TZVPD.

Calculated values
- multiplicity = 1
- HOMO-LUMO gap (alpha / beta) (eV) = 7.94 / 8.58
- molar mass (Da) = 187.22

Element x y z (Å)
S 1.71 -1.68 -0.33
O -2.21 -0.01 1.80
O -2.55 0.06 -0.33
N -2.02 -0.38 0.66
N -1.05 -2.16 -0.74
N -0.19 0.47 -2.03
C 0.09 2.06 -0.18
C 0.51 1.58 -1.49
C 0.03 -1.33 -0.53
C 2.10 -0.50 1.00
C -1.03 -1.43 0.50
C -0.30 2.34 0.92
H 0.38 2.40 -2.21
H 1.88 -0.95 1.96
H -0.82 -1.90 1.46
H -1.19 0.53 -1.86
H 1.59 1.34 -1.48
H -0.64 2.61 1.87
H 3.17 -0.28 0.93
H -0.98 -3.17 -0.78
H 1.52 0.41 0.86

=====

*2*
Here is the molecule C6H9N3O2S from the Open Molecules 2025 dataset. Energies are from wB97M-V/def2-TZVPD.

Calculated values
- multiplicity = 1
- HOMO-LUMO gap (eV) = 7.33
- molar mass (Da) = 187.22

Element x y z (Å)
S -2.00 0.37 0.26
O -2.37 1.65 -0.21
O -1.62 0.25 1.66
N 0.62 -1.24 0.81
N 3.81 0.33 0.32
N 2.95 1.04 -0.42
C 3.09 -0.62 0.92
C 0.31 0.91 -0.98
C -3.44 -0.79 0.01
C 1.69 0.57 -0.34
C 1.72 -0.55 0.52
C -0.64 -0.15 -0.65
H -3.02 -1.63 0.41
H 0.12 1.87 -0.60
H 0.41 0.89 -2.06
H -3.76 -0.83 -1.02
H 3.36 1.74 -1.15
H 3.63 -1.24 1.56
H 0.08 -1.03 1.61
H -4.23 -0.53 0.67
H -0.74 -1.02 -1.31

=====

Which is the most stable structure? *2* is the most stable.

=====

*1*
Here is an isolated ion of composition C5H16N3 and charge +1 from the Open Molecules 2025 dataset. Energies are from wB97M-V/def2-TZVPD.

Calculated values
- multiplicity = 1
- HOMO-LUMO gap (eV) = 9.01
- net charge = +1
- molar mass (Da) = 118.20
- SMILES = CNC[C@@H]([NH3+])CCN

Element x y z (Å)
N 1.86 0.18 -0.29
N -0.49 -2.71 2.38
N -0.34 1.41 -2.08
C -0.07 -0.32 1.24
C -1.00 -1.55 1.59
C 0.42 -0.39 -0.21
C 0.21 2.71 -1.66
C -0.82 0.48 -1.07
H 0.66 -0.23 2.12
H 0.62 3.21 -2.68
H -1.31 -0.29 -1.67
H 2.62 -0.52 -0.40
H 2.11 0.76 0.56
H -1.84 -1.06 2.11
H 0.50 -1.47 -0.50
H -0.62 0.59 1.27
H 1.95 0.79 -1.11
H -0.99 1.50 -2.82
H -1.28 -1.95 0.54
H -0.50 3.42 -1.12
H -1.35 0.84 -0.29
H -0.09 -2.42 3.27
H -1.27 -3.49 2.34
H 1.15 2.60 -0.99

=====

*2*
Here is a 2-piece molecular cluster, C5H16N3 overall from the Open Molecules 2025 dataset. Energies are from wB97M-V/def2-TZVPD.

Calculated values
- multiplicity = 1
- HOMO-LUMO gap (eV) = 10.91
- net charge = +1
- molar mass (Da) = 118.20

Element x y z (Å)
N 1.62 -0.70 0.36
N 0.90 1.31 -0.43
N 3.10 0.79 -0.66
C -1.76 -1.80 0.67
C -2.17 -0.36 1.02
C -2.00 -2.06 -0.80
C 0.98 2.77 -0.48
C 1.94 0.54 -0.06
H -1.91 -3.12 -1.05
H 0.06 3.21 -0.12
H 1.02 -0.72 1.18
H -0.02 0.98 -0.16
H -1.95 0.39 0.25
H 3.27 1.69 -1.09
H -2.99 -1.82 -1.20
H 3.96 0.33 -0.41
H -2.33 -2.50 1.29
H 1.04 3.15 -1.50
H 1.79 3.23 0.10
H -0.73 -1.97 0.97
H -3.25 -0.28 1.14
H 2.39 -1.36 0.48
H -1.71 -0.04 1.96
H -1.24 -1.66 -1.46

=====

*3*
Here is a 2-piece molecular cluster, C5H16N3 overall from the Open Molecules 2025 dataset. Energies are from wB97M-V/def2-TZVPD.

Calculated values
- multiplicity = 1
- HOMO-LUMO gap (eV) = 8.76
- net charge = +1
- molar mass (Da) = 118.20

Element x y z (Å)
N -1.70 0.26 0.15
N 3.00 -1.03 -0.56
N 0.54 0.57 1.77
C -1.15 1.45 -1.93
C -2.14 -0.99 0.80
C 1.98 -0.79 0.36
C 1.58 0.40 0.80
C -1.47 0.12 -1.34
H -2.26 -0.87 1.87
H 2.88 -1.81 -1.21
H -1.89 2.23 -1.75
H -1.04 1.43 -3.01
H -2.38 -0.31 -1.76
H -0.21 1.86 -1.55
H -2.41 0.99 0.22
H 1.98 1.29 0.33
H 1.53 -1.69 0.79
H -3.02 -1.40 0.30
H 3.17 -0.23 -1.16
H -0.80 0.56 0.65
H 0.40 -0.22 2.40
H -1.34 -1.72 0.66
H 0.78 1.34 2.39
H -0.73 -0.66 -1.45

=====

*4*
Here is a 2-piece molecular cluster, C5H16N3 overall from the Open Molecules 2025 dataset. Energies are from wB97M-V/def2-TZVPD.

Calculated values
- multiplicity = 1
- HOMO-LUMO gap (eV) = 11.11
- net charge = +1
- molar mass (Da) = 118.20

Element x y z (Å)
N 0.77 -2.45 -0.77
N -0.69 -0.63 0.18
N -0.58 -1.35 -2.11
C -1.75 1.53 0.99
C -1.81 0.29 -0.03
C 2.38 1.15 1.17
C 1.54 2.45 1.04
C -0.22 -1.47 -0.80
H -2.68 -0.15 0.49
H 3.52 1.24 1.00
H -0.78 2.04 0.82
H -2.05 0.29 -1.05
H -2.72 2.15 0.90
H 1.52 -2.40 -1.44
H 2.19 3.30 1.30
H -0.26 -2.00 -2.85
H 2.20 0.26 0.52
H 2.34 0.77 2.29
H -0.38 -0.64 1.21
H -1.36 -0.82 -2.49
H 1.09 2.80 0.05
H 0.92 -2.87 0.06
H 0.85 2.29 1.86
H -1.75 1.10 2.07

=====

Which is the most stable structure? *2* is the most stable.